[1]
Below is a structure of composition C43H55Cl2CsN6STe, with properties calculated with wB97M-V/def2-TZVPD.

Computed properties:
HOMO energy (eV): -0.06
Total charge: -2
Orbital gap (eV): 3.510
M (g mol⁻¹): 1019.433
Relative energy (zero: lowest compared OMol25 entry of this formula, charge and spin) (kJ/mol): 48.1

Each line ends with the Mulliken charge.
Atoms and positions in Å:
1 Cs -0.998 0.242 0.107  0.9084
2 C -5.589 -1.285 -2.516  -1.4230
3 C -4.352 -1.883 -1.891  0.6057
4 N -4.039 -1.739 -0.653  0.5829
5 N -4.931 -1.042 0.111  -1.0727
6 C -4.561 -0.817 1.356  0.0600
7 N -5.482 -0.092 2.074  -0.4539
8 S -3.117 -1.208 2.204  -0.2563
9 C -3.453 -2.666 -2.768  0.2033
10 C -3.643 -2.642 -4.155  -0.1882
11 C -2.814 -3.375 -4.982  -0.6808
12 C -1.816 -4.147 -4.416  -0.5133
13 C -1.710 -4.133 -3.030  -0.3681
14 N -2.485 -3.421 -2.223  -0.0032
15 H -6.162 -0.774 -1.751  0.4239
16 H -6.210 -2.059 -2.976  0.2961
17 H -5.323 -0.566 -3.296  0.2522
18 H -6.414 -0.056 1.692  0.2077
19 H -5.366 -0.108 3.070  0.2176
20 H -4.432 -2.041 -4.584  0.2903
21 H -2.947 -3.341 -6.057  0.3892
22 H -1.131 -4.733 -5.013  0.4124
23 H -0.945 -4.733 -2.548  0.2662
24 Cl 1.084 -2.734 1.121  -0.1392
25 C 0.049 -3.425 -0.139  0.9943
26 Cl 0.349 -5.176 -0.288  -0.2435
27 H 0.304 -2.955 -1.082  -0.3797
28 H -0.996 -3.296 0.131  -0.1461
29 C 3.443 5.715 0.796  -1.7339
30 C 3.501 4.185 0.896  3.0954
31 C 4.932 3.702 0.665  -1.5561
32 C 2.881 3.714 2.202  -0.3165
33 C 3.409 4.232 3.379  -0.4722
34 C 2.760 4.131 4.598  -1.5099
35 C 1.497 3.541 4.594  -0.6646
36 C 0.941 2.975 3.462  0.4024
37 C -0.414 2.316 3.619  0.2581
38 C -1.411 2.734 2.535  -1.0002
39 C -0.256 0.789 3.686  -0.7469
40 C 1.673 2.926 2.219  0.4436
41 N 1.214 2.191 1.182  0.9311
42 C 2.175 1.683 0.306  -0.5375
43 C 2.138 1.350 -1.012  -1.0213
44 N 1.123 1.360 -1.970  0.6744
45 C 1.500 1.650 -3.248  -0.7081
46 C 0.974 0.901 -4.355  0.1093
47 C 1.359 1.173 -5.658  -0.6900
48 C 2.272 2.170 -5.966  -1.5976
49 C 2.778 2.926 -4.918  -0.3016
50 C 2.411 2.711 -3.594  0.6476
51 C 2.860 3.693 -2.523  2.6329
52 C 3.920 4.699 -2.969  -2.3554
53 C 1.640 4.441 -1.978  -1.1738
54 C 0.035 -0.272 -4.150  0.7415
55 C -1.259 0.164 -3.475  -0.4036
56 C 0.726 -1.402 -3.376  -0.3191
57 H 3.789 6.056 -0.186  0.3374
58 H 4.071 6.191 1.554  0.4254
59 H 2.420 6.068 0.940  0.4155
60 H 2.883 3.791 0.094  -1.8131
61 H 5.595 4.042 1.468  0.3790
62 H 5.324 4.089 -0.282  0.3783
63 H 4.974 2.613 0.630  0.2977
64 H 4.350 4.775 3.326  0.2117
65 H 3.191 4.540 5.505  0.3059
66 H 0.923 3.501 5.517  0.2869
67 H -0.817 2.634 4.588  0.4530
68 H -0.961 2.438 1.590  -0.3924
69 H -2.378 2.248 2.692  0.3858
70 H -1.548 3.817 2.500  0.3199
71 H 0.390 0.431 2.883  0.1038
72 H -1.225 0.288 3.615  0.1169
73 H 0.204 0.503 4.635  0.2819
74 H 3.145 1.469 0.772  0.0826
75 H 3.096 0.940 -1.361  -0.0965
76 H 0.944 0.561 -6.455  0.3187
77 H 2.579 2.357 -6.989  0.2945
78 H 3.474 3.721 -5.151  0.3806
79 H 3.291 3.124 -1.699  -0.4462
80 H 3.535 5.385 -3.729  0.4722
81 H 4.808 4.206 -3.372  0.4222
82 H 4.229 5.301 -2.111  0.2824
83 H 1.160 4.996 -2.791  0.4499
84 H 1.927 5.152 -1.198  0.2868
85 H 0.921 3.736 -1.560  0.1247
86 H -0.211 -0.670 -5.142  0.4828
87 H -1.763 0.930 -4.068  0.3969
88 H -0.955 0.614 -2.535  -0.7198
89 H -1.939 -0.676 -3.317  -0.0712
90 H 1.048 -1.031 -2.401  -0.1039
91 H 1.611 -1.740 -3.919  0.3064
92 H 0.049 -2.256 -3.256  -0.3317
93 C -1.624 -3.953 3.640  -0.8780
94 Te -2.820 -4.643 2.001  0.1499
95 C -1.869 -6.520 2.508  -1.1862
96 C -1.527 -6.421 3.971  0.5038
97 C -1.330 -7.540 4.772  -0.6406
98 C -1.014 -7.403 6.117  -0.4907
99 C -0.891 -6.136 6.670  -0.5362
100 C -1.087 -5.015 5.875  -0.6702
101 C -1.405 -5.145 4.528  0.5216
102 H -2.138 -3.138 4.144  0.5686
103 H -0.684 -3.577 3.239  0.2287
104 H -0.967 -6.622 1.904  0.3024
105 H -2.520 -7.368 2.301  0.4477
106 H -1.432 -8.528 4.338  0.3937
107 H -0.869 -8.283 6.732  0.3659
108 H -0.650 -6.019 7.720  0.3755
109 H -0.998 -4.024 6.304  0.4487

=====

[2]
Below is a cluster of 3 separate species, C3H7NO5 in total, with properties calculated with wB97M-V/def2-TZVPD.

Computed properties:
HOMO energy (spin up / spin down) (eV): -6.35 / -6.96
Total charge: 0
Orbital gap (spin up / spin down) (eV): 7.044 / 7.667
M (g mol⁻¹): 137.091
Relative energy (zero: lowest compared OMol25 entry of this formula, charge and spin) (kJ/mol): 967.8

Each line ends with the Mulliken charge.
Atoms and positions in Å:
1 N 0.957 0.042 0.302  0.3030
2 O 1.298 1.139 0.101  -0.3125
3 C 2.379 -5.032 -1.199  -0.5598
4 O 0.890 -5.138 -1.185  -0.2516
5 C 0.192 -4.912 -0.119  0.4926
6 O -1.073 -4.803 -0.335  -0.2905
7 C -2.081 -4.431 0.683  -0.5823
8 O 0.972 -2.832 -0.188  -0.3924
9 O 0.312 -3.038 0.865  -0.3830
10 H 2.658 -5.715 -2.001  0.2202
11 H 2.682 -4.018 -1.483  0.2591
12 H 2.814 -5.329 -0.238  0.3369
13 H 0.574 -5.227 0.871  0.3276
14 H -3.004 -4.927 0.355  0.2338
15 H -1.825 -4.768 1.701  0.3220
16 H -2.235 -3.347 0.634  0.2769

=====

[3]
Below is a structure of composition C11H17FKO6SZn2, with properties calculated with wB97M-V/def2-TZVPD.

Computed properties:
⟨S²⟩: 0.917
HOMO energy (spin up / spin down) (eV): -19.35 / -19.55
Total charge: +4
Orbital gap (spin up / spin down) (eV): 2.443 / 2.188
M (g mol⁻¹): 466.194
Multiplicity: 2

Each line ends with the Mulliken charge.
Atoms and positions in Å:
1 Zn 1.170 -0.953 2.151  0.9734
2 Zn 2.850 1.601 0.925  0.8959
3 K 3.435 -1.658 -0.866  0.9484
4 C 3.975 2.038 4.012  -1.4395
5 C 3.031 0.871 3.970  0.1109
6 O 2.426 0.689 2.737  -0.0735
7 H 3.668 2.898 3.416  0.3661
8 H 4.983 1.726 3.738  0.3823
9 H 4.097 2.346 5.050  0.3481
10 H 2.134 0.977 4.581  0.2984
11 H 3.459 -0.044 4.378  0.2965
12 F 1.555 0.231 0.106  -0.4555
13 O 1.004 -3.261 -1.837  -0.6286
14 S 0.958 -2.346 -3.008  1.2279
15 O 2.162 -1.679 -3.441  -0.5618
16 O 0.151 -3.085 -4.268  -0.1599
17 C -1.028 -3.730 -4.014  0.0352
18 C -1.657 -4.585 -5.173  -0.9561
19 C -0.348 -1.007 -2.493  -0.9227
20 H -1.725 -2.980 -3.639  0.3538
21 H -0.683 -4.522 -3.349  0.3420
22 H -0.912 -4.823 -5.932  0.3712
23 H -2.555 -4.102 -5.559  0.3429
24 H -2.043 -5.556 -4.864  0.4216
25 H 0.194 -0.062 -2.464  0.3311
26 H -0.541 -1.220 -1.442  0.2629
27 H -1.206 -0.912 -3.159  0.5103
28 C -1.399 2.149 0.928  -0.0258
29 C -1.025 2.631 2.072  -0.2236
30 C -1.986 3.442 2.865  0.1010
31 O -1.757 4.223 3.812  -0.3852
32 C -3.392 3.138 2.584  -0.2112
33 C -3.763 2.597 1.431  -0.3939
34 C -2.762 2.367 0.347  0.3126
35 O -2.893 2.474 -0.882  -0.4154
36 H -0.597 1.846 0.272  0.3252
37 H -0.032 2.758 2.478  0.3841
38 H -4.159 3.176 3.342  0.4683
39 H -4.787 2.347 1.193  0.4424

=====

Max |F|? In order: 0.59, 4.32, 5.51 eV Å⁻¹.